Entry 1:
DFT (ωB97M-V/def2-TZVPD) results for a structure of composition C5H7NS2 at a distorted geometry.

XYZ file:
```
15
Properties=species:S:1:pos:R:3:forces:R:3:nbo_charge:R:1
C 0.955 1.624 1.355 -1.1 2.0 0.6 -0.8640
C 1.181 0.318 -1.297 -0.6 -1.7 -0.1 -0.6797
C -1.112 -1.036 -0.299 -0.6 1.5 -2.0 -0.2817
C -1.689 -1.888 -1.194 -0.1 1.5 -1.0 -0.3047
C -1.129 -0.868 1.158 -0.7 2.1 3.4 0.3024
H -0.094 0.950 2.064 3.5 2.8 -1.9 0.3008
H 1.926 2.459 2.173 -3.0 -3.0 -2.6 0.2518
H 0.370 2.619 0.434 2.0 -3.4 2.9 0.2469
H 1.715 1.148 -1.866 -1.0 -1.2 0.6 0.2526
H 1.244 -0.777 -1.789 0.4 2.7 0.9 0.2508
H -2.161 -2.823 -0.828 0.3 0.6 -0.7 0.2214
H -1.782 -1.444 -2.410 0.4 -1.9 4.0 0.2630
N -1.231 -0.342 2.242 0.3 -3.1 -5.0 -0.3328
S 1.803 0.110 0.428 -0.5 2.1 0.4 0.1591
S -0.667 0.600 -1.166 0.6 -1.1 0.3 0.2141
```
Forces are in eV/Å.

Summary:
Molecular weight = 145.252 g/mol
Maximum force = 0.1142 hartree/bohr
Calculated total energy = -1045.5696 a.u.
LUMO energy = -0.3 eV

***

Entry 2:
DFT (ωB97M-V/def2-TZVPD) results for a structure of composition C5H17ClN6O5V at a distorted geometry.

XYZ file:
```
35
Properties=species:S:1:pos:R:3:forces:R:3:nbo_charge:R:1
O 2.252 -0.883 -0.060 -2.2 -0.1 0.0 -0.5043
V 0.655 -0.924 -0.012 3.5 1.7 0.4 1.4162
C 0.988 2.885 1.476 0.4 0.7 0.0 -0.6297
C 1.089 2.295 0.063 0.5 -0.2 0.7 -0.0253
O 0.350 1.167 -0.146 -0.9 -2.1 -0.3 -0.8574
H -0.002 3.320 1.640 -0.1 -0.2 0.1 0.1853
H 1.703 3.720 1.518 -0.2 0.1 0.0 0.1942
H 1.270 2.247 2.315 -0.2 -0.4 -0.3 0.1976
H 2.163 2.124 -0.138 0.0 0.1 -0.1 0.1254
H 0.745 3.122 -0.585 0.1 -0.1 -0.3 0.1262
Cl 0.557 -3.470 0.417 -0.4 1.1 -0.2 -0.6789
C 0.392 -0.442 3.272 -0.1 -0.5 0.3 0.8205
O 0.660 -0.665 2.109 0.0 -0.3 -1.2 -0.6372
N -0.509 0.509 3.624 -0.1 0.1 -0.1 -0.8302
N 0.988 -1.144 4.275 -0.5 0.9 0.3 -0.8190
H -0.836 0.650 4.560 0.0 0.0 0.0 0.3910
H -0.997 0.955 2.865 0.1 0.1 0.0 0.4256
H 0.611 -0.974 5.190 0.3 -0.4 0.2 0.3808
H 1.477 -1.995 4.069 0.0 0.0 -0.2 0.4277
C -2.302 -1.610 -1.023 -0.5 -0.8 -0.3 0.8322
O -1.490 -1.009 -0.322 0.0 0.1 0.0 -0.6720
N -2.704 -2.891 -0.753 0.4 1.0 0.2 -0.8128
N -2.842 -1.050 -2.146 0.3 0.4 0.2 -0.8356
H -2.338 -3.213 0.132 0.0 -0.4 -0.1 0.4338
H -3.627 -3.159 -1.045 0.0 -0.2 0.1 0.3852
H -2.717 -0.058 -2.248 0.1 0.0 0.0 0.4120
H -3.577 -1.487 -2.669 0.0 -0.1 0.1 0.3927
C 0.882 -0.170 -3.002 0.5 1.7 0.3 0.8409
O 0.626 -1.026 -2.166 -0.9 -0.9 -0.3 -0.6421
N 2.097 0.477 -3.018 0.2 -0.5 -0.1 -0.8476
N 0.023 0.290 -3.953 0.1 -0.2 0.2 -0.8200
H 2.778 0.096 -2.379 -0.2 0.1 0.4 0.4235
H 2.131 1.476 -3.122 -0.1 0.0 -0.1 0.3968
H -0.839 -0.174 -4.168 -0.1 -0.1 0.3 0.4083
H 0.345 1.010 -4.573 0.0 -0.2 -0.2 0.3961
```
Forces are in eV/Å.

Summary:
Molecular weight = 327.625 g/mol
Multiplicity = 2
Maximum force = 0.0756 hartree/bohr
Calculated total energy = -2309.8498 a.u.
LUMO energy (spin up / spin down) = 0.4 / 0.4 eV

***

Entry 3:
DFT (ωB97M-V/def2-TZVPD) results for a cluster of 3 separate species, C5H16NO2 in total at a distorted geometry.

XYZ file:
```
24
Properties=species:S:1:pos:R:3:forces:R:3:nbo_charge:R:1
C -0.927 -0.300 1.960 -0.4 0.6 0.4 -0.2235
C -1.454 0.335 0.699 -1.2 -0.5 -1.0 -0.4844
C -1.376 -0.451 -0.600 0.8 0.8 0.4 -0.2107
C -0.680 -0.202 -1.706 -0.1 -2.0 -1.4 -0.1615
C -1.085 -0.942 -2.973 -0.1 -0.8 0.6 -0.6419
N 0.555 -0.037 2.095 -0.7 -0.3 1.5 -0.6817
H -1.175 -1.346 2.112 0.5 -0.3 -0.7 0.2355
H -1.422 0.149 2.816 0.2 0.4 0.2 0.2258
H -1.231 1.392 0.565 0.7 -0.1 0.2 0.2370
H -2.546 0.383 0.770 0.0 0.0 0.7 0.2574
H -2.099 -1.250 -0.655 -0.5 0.2 -0.2 0.2039
H 0.346 0.112 -1.876 -0.3 1.5 0.8 0.1950
H -1.306 -0.340 -3.852 0.3 0.3 0.1 0.2356
H -1.969 -1.550 -2.803 -0.3 0.1 0.1 0.2120
H -0.305 -1.669 -3.192 0.2 0.1 -0.5 0.2157
H 1.026 0.100 1.199 0.4 -0.1 -0.2 0.4904
H 0.996 -0.724 2.703 0.2 -0.4 -0.5 0.4336
H 0.668 0.822 2.633 0.0 0.3 -0.5 0.4404
H 2.613 -0.190 -0.966 0.0 0.1 0.1 0.4788
H 3.696 -0.857 -0.152 0.0 0.1 0.1 0.4874
O 3.003 -0.188 -0.083 0.0 -0.4 -0.1 -0.9602
H 1.007 2.465 -0.119 0.4 0.0 0.3 0.5006
H 2.274 2.314 0.801 0.0 0.1 -0.4 0.5036
O 1.391 1.974 0.624 -0.5 0.2 -0.1 -0.9889
```
Forces are in eV/Å.

Summary:
Molecular weight = 122.188 g/mol
Maximum force = 0.0465 hartree/bohr
Calculated total energy = -405.0619 a.u.
LUMO energy = -3.1 eV
Charge = +1

***

Entry 4:
DFT (ωB97M-V/def2-TZVPD) results for a structure of composition C4H7BO2 at a distorted geometry.

XYZ file:
```
14
Properties=species:S:1:pos:R:3:forces:R:3:nbo_charge:R:1
B 1.446 -0.337 -0.024 -0.2 0.4 0.4 1.0603
C 0.240 2.086 -0.017 0.1 0.3 0.0 -0.3997
C -2.141 -1.212 0.052 3.5 2.6 0.0 -0.4309
C -1.305 -0.127 -0.218 -0.1 0.3 -0.3 -0.1925
C 0.365 0.786 -0.063 -3.2 -3.3 0.3 -0.2654
O 1.789 -0.965 1.144 0.3 -0.3 -0.2 -0.8861
O 2.002 -0.766 -1.174 0.2 0.0 -0.6 -0.8679
H -0.707 2.603 -0.033 -0.2 0.0 0.0 0.2082
H 1.122 2.708 0.030 0.2 0.1 0.0 0.2118
H -1.845 -2.042 0.669 0.0 -0.2 0.1 0.1941
H -3.129 -1.198 -0.365 -0.3 0.0 -0.1 0.2086
H -1.778 0.609 -0.862 -0.1 0.0 0.0 0.1656
H 1.336 -0.643 1.917 -0.2 0.2 0.3 0.4982
H 2.606 -1.502 -1.055 0.1 -0.1 0.1 0.4958
```
Forces are in eV/Å.

Summary:
Molecular weight = 97.910 g/mol
Maximum force = 0.0892 hartree/bohr
Calculated total energy = -331.9370 a.u.
LUMO energy = 0.6 eV

***

Entry 5:
DFT (ωB97M-V/def2-TZVPD) results for the ion C9H19ClN5 with charge +1 at a distorted geometry.

XYZ file:
```
34
Properties=species:S:1:pos:R:3:forces:R:3:nbo_charge:R:1
C 0.342 4.512 0.434 1.4 -0.5 -1.6 -0.6206
C -0.121 3.346 -0.453 0.1 0.2 1.0 -0.2267
N -1.199 2.646 0.251 1.2 4.4 -0.4 -0.5254
C -1.448 1.421 0.086 -3.1 -3.4 1.0 0.4868
N -0.564 0.657 -0.448 1.2 0.8 -0.8 -0.4357
N -0.777 -0.664 -0.594 2.3 -3.8 -2.7 0.0117
N 0.121 -1.449 0.482 -1.4 1.0 0.8 -0.4050
C 1.271 -2.268 0.070 0.9 -0.3 -1.8 0.0897
C 2.076 -2.705 1.293 -0.6 2.1 0.6 -0.5998
C 0.812 -3.550 -0.712 -2.7 4.1 1.0 -0.5801
C 2.178 -1.430 -0.822 2.4 0.9 0.8 -0.6619
N -2.073 -1.230 -0.586 -1.8 1.0 1.5 -0.2878
C -2.988 -0.497 -0.033 1.2 0.4 -0.8 0.2502
Cl -4.545 -1.115 -0.187 -0.6 -0.1 0.3 0.1376
C -2.840 0.941 0.623 1.5 -3.0 -1.1 -0.5441
H 0.879 4.080 1.313 -0.6 0.7 -0.5 0.2280
H 1.090 5.046 -0.231 -0.8 -0.2 1.2 0.2379
H -0.504 5.169 0.659 0.4 0.0 0.3 0.2135
H -0.501 3.631 -1.419 -0.2 0.5 -0.4 0.2044
H 0.649 2.634 -0.646 0.7 -0.3 0.0 0.2273
H -1.879 3.341 0.492 -0.8 -0.5 0.6 0.4126
H -0.500 -1.047 -1.678 -0.1 1.6 3.6 0.4522
H 0.526 -0.632 0.965 -0.4 -0.3 -0.3 0.3720
H 2.196 -1.852 1.998 -0.2 -0.5 -0.2 0.2135
H 1.593 -3.514 1.775 -0.3 -0.8 0.7 0.2255
H 3.089 -2.929 1.019 0.3 -0.5 -0.4 0.2376
H 0.310 -4.110 0.062 -0.4 -0.7 -0.4 0.2262
H 1.707 -3.961 -1.027 1.3 -1.3 -1.3 0.2267
H 0.058 -3.092 -1.488 1.5 -1.8 0.9 0.1843
H 1.946 -1.589 -1.844 -0.3 0.3 -1.2 0.2134
H 2.208 -0.350 -0.556 -0.6 -0.5 -0.3 0.2186
H 3.293 -1.646 -0.730 -1.4 -0.4 -0.1 0.2390
H -2.723 0.653 1.726 -0.7 1.2 -1.3 0.2969
H -3.682 1.552 0.208 0.7 -0.4 1.2 0.2814
```
Forces are in eV/Å.

Summary:
Molecular weight = 232.739 g/mol
Maximum force = 0.1003 hartree/bohr
SMILES = CCNC1=N[N@@H+](NC(C)(C)C)N=C(Cl)C1
Calculated total energy = -1087.9013 a.u.
LUMO energy = -3.1 eV
Charge = +1

***

Entry 6:
DFT (ωB97M-V/def2-TZVPD) results for a structure of composition C4H9NO at a distorted geometry.

XYZ file:
```
15
Properties=species:S:1:pos:R:3:forces:R:3:nbo_charge:R:1
C 1.688 -0.200 -0.299 0.9 -2.6 2.9 0.4187
N 1.396 0.810 -1.148 2.4 0.0 0.1 -0.4460
C -1.240 -0.730 -0.851 0.8 4.9 1.5 -0.2935
C -1.364 0.508 -0.044 2.9 -3.2 1.0 0.0135
C -1.454 0.335 1.447 -2.2 -1.0 2.4 -0.7411
O 1.225 -0.665 0.794 1.5 1.9 -4.5 -0.5286
H 2.656 -0.718 -0.844 -1.8 0.3 1.2 0.1862
H 2.425 1.080 -1.421 -2.5 0.3 0.2 0.3851
H -2.269 -0.181 -0.591 -2.5 -0.4 -0.7 0.3003
H -1.081 -0.662 -1.888 0.0 0.3 -1.2 0.2671
H -1.148 -1.660 -0.410 -0.3 -1.6 1.3 0.2713
H -1.226 1.508 -0.424 -0.6 0.0 -0.9 0.2904
H -1.734 1.210 2.083 0.3 0.0 -1.3 0.2746
H -0.531 -0.079 2.016 -1.5 0.2 -1.7 0.3333
H -2.437 -0.325 1.657 2.4 0.9 -0.3 0.2687
```
Forces are in eV/Å.

Summary:
Molecular weight = 87.122 g/mol
Multiplicity = 2
Maximum force = 0.1002 hartree/bohr
Calculated total energy = -287.3221 a.u.
LUMO energy (spin up / spin down) = -5.8 / -6.8 eV
Charge = +1

***

The following energy above the lowest of the compared OMol25 structures with the same formula, charge and spin values (in kcal per mole) correspond, in order, to the records above: 172.2, 0.0, 36.6, 42.6, 16.1, 112.1.